1.
The following is a DFT calculation (the ωB97M-V functional and the def2-TZVPD basis) of a cluster of 13 separate species, C39H78O39 in total at a distorted geometry.

Results
- Strongest force on any atom: 6.1 eV/A
- E_LUMO: 0.4 eV

Last columns: bonded neighbours and bond lengths (Å).
Atoms and positions in Å:
1 H -12.5052 10.1284 18.4693  C156 1.090
2 C -17.0423 15.7437 14.8635  H73 1.090, H74 1.090, O78 1.428, H149 1.090
3 H -14.6376 9.9063 20.3081  C105 1.090
4 H -13.9922 2.8375 15.1088  C112 1.090
5 O -7.3298 10.9355 18.2513  C93 1.408, C118 1.358
6 H -12.6715 3.1037 14.0929  C112 1.090
7 H -18.6096 8.2717 14.7127  C87 1.090
8 C -19.7251 10.2127 13.0780  O54 1.229, O131 1.319, O154 1.376
9 O -13.5632 4.9741 14.7092  C48 1.295, C112 1.467
10 O -10.4081 17.9163 16.6086  C68 1.343, C140 1.388
11 H -19.4674 12.8361 16.8103  C143 1.090
12 C -18.7380 14.9707 10.8781  O70 1.254, O108 1.339, O148 1.270
13 H -10.7141 12.6891 23.2022  C27 1.090
14 O -10.1277 6.4545 16.1232  C65 1.382, C117 1.411
15 H -6.7285 12.8989 14.5659  C107 1.090
16 H -9.2594 13.5213 20.4548  C100 1.090
17 C -10.5573 9.9191 22.3574  O79 1.259, O120 1.377, O147 1.327
18 H -16.5566 12.2160 14.9104  C123 1.090
19 O -14.0116 6.9501 15.2361  C48 1.340, C142 1.439
20 H -7.7273 13.6947 21.3249  C100 1.090
21 H -20.6632 15.1267 9.1079  C137 1.090
22 H -10.4318 10.0776 13.8793  C102 1.090
23 H -16.1058 15.4278 17.5756  C40 1.090
24 H -9.2849 5.8581 17.8590  C65 1.090
25 H -19.3386 8.7715 16.1054  C87 1.090
26 H -19.7417 14.5434 16.8718  C143 1.090
27 C -10.6270 11.7937 23.8176  H13 1.090, H104 1.090, O120 1.377, H132 1.090
28 C -23.2301 14.0439 12.9635  H50 1.090, H64 1.090, O103 1.455, H133 1.090
29 H -12.3207 12.4460 20.6156  C98 1.090
30 H -8.1191 10.4276 16.3458  C93 1.090
31 O -9.5375 11.5048 18.7349  C118 1.275
32 H -16.4285 14.2955 11.1976  C34 1.090
33 C -9.3150 13.8328 15.2776  O111 1.350, O114 1.312, O155 1.222
34 C -17.0715 13.7032 11.8487  H32 1.090, O108 1.406, H128 1.090, H129 1.090
35 O -14.5402 15.1302 21.0122  C51 1.258
36 H -11.1384 5.8488 17.6052  C65 1.090
37 O -17.4171 17.7464 16.9652  C115 1.249
38 H -20.2439 16.8193 9.7557  C137 1.090
39 H -19.8685 12.0820 11.3080  C88 1.090
40 C -15.6996 15.5867 18.5745  H23 1.090, H66 1.090, H71 1.090, O109 1.430
41 O -17.2203 7.4201 22.3509  C56 1.400, C62 1.410
42 H -21.6705 11.7743 11.1197  C88 1.090
43 O -7.6191 12.3715 19.8036  C100 1.396, C118 1.329
44 H -21.1422 13.4790 17.1365  C143 1.090
45 H -8.6939 12.2497 21.5363  C100 1.090
46 H -12.9376 13.5611 21.7376  C98 1.090
47 H -18.0884 5.7177 21.6116  C56 1.090
48 C -13.7164 5.7433 15.7391  O9 1.295, O19 1.340, O146 1.242
49 O -10.5312 8.3278 15.0471  C102 1.471, C117 1.308
50 H -23.1135 15.0082 12.4689  C28 1.090
51 C -14.6943 14.1963 20.1832  O35 1.258, O101 1.323, O109 1.275
52 H -18.8706 19.7423 17.1284  C151 1.090
53 H -11.8707 9.9529 14.9100  C102 1.090
54 O -18.5816 10.2508 12.6280  C8 1.229
55 H -19.2048 7.0695 21.9620  C56 1.090
56 C -18.3091 6.5419 22.2898  O41 1.400, H47 1.090, H55 1.090, H134 1.090
57 C -10.9942 8.6356 20.4116  H59 1.090, H67 1.090, H139 1.090, O147 1.441
58 C -12.4224 15.2387 17.5604  H82 1.090, H90 1.090, H97 1.090, O130 1.389
59 H -11.8240 8.0327 20.0428  C57 1.090
60 O -15.9348 11.3030 16.6198  C123 1.385, C153 1.400
61 H -21.7309 16.0751 10.1232  C137 1.090
62 C -17.2037 8.4438 21.3814  O41 1.410, O84 1.273, O116 1.219
63 H -12.3411 13.2240 14.3919  C127 1.090
64 H -24.0177 14.1919 13.7023  C28 1.090
65 C -10.1413 5.6233 17.2270  O14 1.382, H24 1.090, H36 1.090, H91 1.090
66 H -14.9101 16.3350 18.6440  C40 1.090
67 H -10.2010 7.9029 20.5594  C57 1.090
68 C -11.3085 17.2921 17.3850  O10 1.343, O81 1.226, O130 1.306
69 H -16.6673 13.1692 16.3856  C123 1.090
70 O -18.1194 15.0130 9.7884  C12 1.254
71 H -16.5715 15.8347 19.1797  C40 1.090
72 O -21.9812 15.3469 15.0928  C106 1.197
73 H -16.8913 15.4968 13.8126  C2 1.090
74 H -16.0279 15.8097 15.2568  C2 1.090
75 O -18.3931 18.9025 15.2834  C115 1.250, C151 1.479
76 H -17.7827 11.6980 15.9904  C123 1.090
77 H -6.7516 14.1412 15.8541  C107 1.090
78 O -17.7247 16.9957 14.7925  C2 1.428, C115 1.365
79 O -9.3021 9.8329 22.3173  C17 1.259
80 H -6.5339 12.3947 16.1999  C107 1.090
81 O -11.8657 17.7779 18.3631  C68 1.226
82 H -12.3040 14.1826 17.3181  C58 1.090
83 H -11.9276 10.9203 17.0972  C156 1.090
84 O -16.0514 8.9847 21.4096  C62 1.273, C105 1.411
85 O -13.9757 10.8980 17.5246  C153 1.294, C156 1.342
86 H -18.1123 9.8458 15.3574  C87 1.090
87 C -18.9658 9.1937 15.1722  H7 1.090, H25 1.090, H86 1.090, O154 1.395
88 C -20.6916 11.3709 11.3785  H39 1.090, H42 1.090, H94 1.090, O131 1.379
89 H -9.7097 19.5827 17.6697  C140 1.090
90 H -12.4765 15.2535 18.6490  C58 1.090
91 H -10.1764 4.5417 17.0964  C65 1.090
92 H -13.9431 8.8497 15.9349  C142 1.090
93 C -7.6799 10.0086 17.2512  O5 1.408, H30 1.090, H144 1.090, H145 1.090
94 H -20.3491 10.6125 10.6745  C88 1.090
95 H -11.1420 19.8667 16.7312  C140 1.090
96 H -12.0799 14.8545 15.1147  C127 1.090
97 H -13.3006 15.5174 16.9780  C58 1.090
98 C -13.2296 12.6768 21.1711  H29 1.090, H46 1.090, O101 1.386, H124 1.090
99 H -16.0308 9.2706 19.3254  C105 1.090
100 C -8.3738 12.9895 20.8026  H16 1.090, H20 1.090, O43 1.396, H45 1.090
101 O -14.2728 12.9474 20.3000  C51 1.323, C98 1.386
102 C -10.7991 9.7612 14.8556  H22 1.090, O49 1.471, H53 1.090, H122 1.090
103 O -21.9857 13.6397 13.5998  C28 1.455, C106 1.313
104 H -11.1502 11.9822 24.7551  C27 1.090
105 C -15.7123 9.7311 20.2606  H3 1.090, O84 1.411, H99 1.090, H126 1.090
106 C -21.5689 14.3170 14.6446  O72 1.197, O103 1.313, O121 1.428
107 C -7.0503 13.1289 15.5816  H15 1.090, H77 1.090, H80 1.090, O114 1.432
108 O -18.3094 14.3553 11.9873  C12 1.339, C34 1.406
109 O -15.2602 14.3103 19.0461  C40 1.430, C51 1.275
110 O -10.6602 8.4182 17.3417  C117 1.260
111 O -10.5682 13.3330 15.3285  C33 1.350, C127 1.400
112 C -13.2046 3.5676 14.9228  H4 1.090, H6 1.090, O9 1.467, H150 1.090
113 H -11.2931 14.3244 13.6680  C127 1.090
114 O -8.4628 12.9339 15.7104  C33 1.312, C107 1.432
115 C -17.8309 17.9123 15.7980  O37 1.249, O75 1.250, O78 1.365
116 O -18.1454 8.7074 20.6540  C62 1.219
117 C -10.4675 7.8186 16.2505  O14 1.411, O49 1.308, O110 1.260
118 C -8.2831 11.6346 18.9196  O5 1.358, O31 1.275, O43 1.329
119 H -17.6511 20.5951 16.3311  C151 1.090
120 O -11.2529 10.7093 23.2452  C17 1.377, C27 1.377
121 O -20.5735 13.5004 15.2616  C106 1.428, C143 1.376
122 H -10.4490 10.2769 15.7498  C102 1.090
123 C -16.8001 12.1695 15.9718  H18 1.090, O60 1.385, H69 1.090, H76 1.090
124 H -13.4194 11.7998 21.7898  C98 1.090
125 O -14.1902 12.9065 16.5653  C153 1.248
126 H -16.1135 10.7407 20.3487  C105 1.090
127 C -11.6077 13.9861 14.6553  H63 1.090, H96 1.090, O111 1.400, H113 1.090
128 H -16.6752 13.7574 12.8626  C34 1.090
129 H -17.2202 12.6555 11.5874  C34 1.090
130 O -11.3880 16.0264 17.0714  C58 1.389, C68 1.306
131 O -20.8027 10.8382 12.6460  C8 1.319, C88 1.379
132 H -9.6251 11.6943 24.2354  C27 1.090
133 H -23.6386 13.3278 12.2505  C28 1.090
134 H -18.5565 6.1872 23.2904  C56 1.090
135 H -19.3224 20.8094 15.7395  C151 1.090
136 H -14.1090 7.7259 17.2355  C142 1.090
137 C -20.6841 15.8381 9.9334  H21 1.090, H38 1.090, H61 1.090, O148 1.430
138 H -15.5180 8.0368 16.1725  C142 1.090
139 H -10.7504 9.3653 19.6394  C57 1.090
140 C -10.2214 19.2834 16.7550  O10 1.388, H89 1.090, H95 1.090, H152 1.090
141 H -12.4346 11.9383 18.4104  C156 1.090
142 C -14.4353 7.9179 16.2133  O19 1.439, H92 1.090, H136 1.090, H138 1.090
143 C -20.2099 13.6017 16.5853  H11 1.090, H26 1.090, H44 1.090, O121 1.376
144 H -8.4085 9.3151 17.6711  C93 1.090
145 H -6.8292 9.4032 16.9384  C93 1.090
146 O -13.4868 5.4325 16.9200  C48 1.242
147 O -11.4541 9.2838 21.6132  C17 1.327, C57 1.441
148 O -19.9619 15.2741 11.0308  C12 1.270, C137 1.430
149 H -17.6979 15.0905 15.4394  C2 1.090
150 H -12.4694 3.4201 15.7140  C112 1.090
151 C -18.5994 20.0952 16.1334  H52 1.090, O75 1.479, H119 1.090, H135 1.090
152 H -9.6191 19.4807 15.8682  C140 1.090
153 C -14.6303 11.7673 16.8238  O60 1.400, O85 1.294, O125 1.248
154 O -19.9518 9.7386 14.3499  C8 1.376, C87 1.395
155 O -9.0022 14.8354 14.6528  C33 1.222
156 C -12.6855 11.0233 17.8738  H1 1.090, H83 1.090, O85 1.342, H141 1.090



2.
The following is a DFT calculation (the ωB97M-V functional and the def2-TZVPD basis) of a cluster of 8 separate species, C39H79BO13S2 in total at a distorted geometry.

Results
- Strongest force on any atom: 6.1 eV/A
- E_LUMO: 0.0 eV

Last columns: bonded neighbours and bond lengths (Å).
Atoms and positions in Å:
1 H 0.7490 -2.7392 3.4292  C109 1.103
2 H -0.9307 -9.0454 -2.1877  C6 1.094
3 H -3.5311 2.8378 0.0868  C131 1.107
4 C 2.4170 7.2606 -5.4339  C18 1.519, H48 1.088, H66 1.094, C134 1.517
5 C -8.7750 2.6399 -3.7038  H23 1.091, C47 1.519, O72 1.432, H98 1.096
6 C 0.1501 -9.1163 -2.3419  H2 1.094, H70 1.090, C113 1.519, C122 1.519
7 C 0.8611 -9.1709 -0.0948  O27 1.434, H94 1.096, C122 1.518, H129 1.091
8 H -9.0800 4.3018 -5.0933  C47 1.090
9 O 3.9575 7.4663 -7.2196  C18 1.432, C33 1.433
10 H 3.0282 -5.0148 3.1887  C90 1.091
11 H 0.8276 3.2579 2.3361  C38 1.109
12 H -9.0157 5.8545 -2.8606  C21 1.091
13 H 5.9538 -3.7554 10.4724  C57 1.094
14 H -1.0040 -0.7036 3.9615  C119 1.113
15 H 8.0129 -5.0136 10.1177  C76 1.090
16 C -3.5174 7.1253 -2.3957  C35 1.519, H41 1.094, H89 1.090, C101 1.519
17 C -0.9300 1.4138 1.9646  H24 1.106, H46 1.106, C73 1.559, C83 1.571
18 C 3.7767 7.8020 -5.8391  C4 1.519, O9 1.432, H37 1.091, H78 1.096
19 O -5.6279 6.3647 -3.1563  C65 1.433, C101 1.434
20 H 1.0018 -3.4656 -4.5397  C32 1.090
21 C -8.5420 4.8896 -3.0445  H12 1.091, C47 1.519, C71 1.517, H102 1.090
22 H -2.3564 1.4936 -1.8791  C34 1.109
23 H -9.5000 1.8567 -3.9323  C5 1.091
24 H -0.4438 1.6660 2.9258  C17 1.106
25 C 1.5143 -2.8936 -2.4804  C32 1.518, H67 1.094, C125 1.517, H126 1.089
26 H 1.9046 -8.0885 -1.6365  C122 1.093
27 O 0.8846 -10.5194 -0.5824  C7 1.434, C113 1.432
28 H 0.4076 -7.2999 -1.1317  C122 1.088
29 S 1.1998 1.0599 0.0973  O49 1.479, C73 1.831, O86 1.671, O111 1.490
30 O 1.5237 -5.1472 -1.7474  C36 1.433, C125 1.436
31 H 2.8449 5.2075 -5.9093  C134 1.094
32 C 0.7876 -3.7433 -3.5076  H20 1.090, C25 1.518, C36 1.519, H124 1.094
33 C 2.9492 6.5265 -7.6106  O9 1.433, H50 1.091, H93 1.095, C134 1.519
34 C -2.1819 1.4007 -0.7881  H22 1.109, H39 1.098, C95 1.560, C131 1.585
35 C -4.5205 8.2574 -2.2619  C16 1.519, H64 1.090, C65 1.519, H91 1.094
36 C 1.2716 -5.1403 -3.1580  O30 1.433, C32 1.519, H44 1.096, H96 1.092
37 H 3.8561 8.8829 -5.7122  C18 1.091
38 C 0.3963 3.4644 1.3350  H11 1.109, C73 1.597, C108 1.550, H110 1.106
39 H -1.8782 0.3587 -0.6186  C34 1.098
40 C 5.2040 -4.2207 8.5073  C57 1.519, O106 1.433, H121 1.091, H127 1.096
41 H -2.9358 7.2506 -3.3134  C16 1.094
42 H 2.7766 2.5450 1.2900  C104 1.116
43 O 1.0120 4.6408 -0.7416  C108 1.427, B128 1.403
44 H 2.2114 -5.3750 -3.6706  C36 1.096
45 H -2.1663 -0.3692 2.0851  C83 1.110
46 H -1.9349 1.8761 1.9836  C17 1.106
47 C -9.2780 4.0292 -4.0566  C5 1.519, H8 1.090, C21 1.519, H92 1.094
48 H 2.3509 7.0299 -4.3725  C4 1.088
49 O 1.8633 0.1994 1.1009  S29 1.479
50 H 3.4076 5.7153 -8.1785  C33 1.091
51 H -1.0160 -2.8769 3.1468  C109 1.108
52 H -9.4394 4.1227 -1.2212  C71 1.096
53 H 0.5845 -3.6622 -0.6764  C125 1.096
54 H 6.7224 -2.8049 9.1942  C57 1.090
55 H -3.9809 5.1096 -3.1039  C101 1.091
56 C 2.8148 -6.5056 6.1290  C60 1.518, H87 1.089, H97 1.094, C115 1.518
57 C 6.3192 -3.7865 9.4422  H13 1.094, C40 1.519, H54 1.090, C76 1.518
58 H -1.5381 3.4614 -0.2960  C95 1.104
59 H 1.9588 -6.4119 3.4247  C90 1.096
60 C 3.6004 -6.3253 4.8430  C56 1.518, C90 1.519, H103 1.094, H105 1.090
61 H 6.1355 -6.5420 10.1058  C81 1.095
62 H 1.1135 4.4005 -3.0549  O80 0.960
63 O 1.7155 -4.8922 4.7872  C90 1.434, C115 1.434
64 H -4.1210 9.2341 -2.5340  C35 1.090
65 C -5.6363 7.7975 -3.1840  O19 1.433, C35 1.519, H84 1.095, H99 1.091
66 H 1.6371 7.9890 -5.6752  C4 1.094
67 H 2.5439 -2.7181 -2.8054  C25 1.094
68 H -7.6643 4.1710 -1.1783  C71 1.092
69 H -0.0942 -11.2873 -2.2373  C113 1.091
70 H 0.3660 -8.8385 -3.3739  C6 1.090
71 C -8.5301 3.9940 -1.8197  C21 1.517, H52 1.096, H68 1.092, O72 1.431
72 O -8.5027 2.6451 -2.2978  C5 1.432, C71 1.431
73 C -0.1622 2.0755 0.7802  C17 1.559, S29 1.831, C38 1.597, C95 1.579
74 H 2.4922 -4.4183 6.6308  C115 1.096
75 H 0.0443 -2.5295 1.7734  C109 1.109
76 C 7.3191 -4.9182 9.2828  H15 1.090, C57 1.518, C81 1.519, H120 1.094
77 H -4.6957 5.5175 -1.5315  C101 1.096
78 H 4.5806 7.3243 -5.2672  C18 1.096
79 H -0.4184 2.5270 -1.3143  C95 1.110
80 O 1.7843 5.0812 -2.9671  H62 0.960, B128 1.415
81 C 6.4070 -6.1230 9.1310  H61 1.095, C76 1.519, O106 1.433, H118 1.091
82 H 1.5756 -10.7461 -2.5035  C113 1.096
83 C -1.0967 -0.1461 1.8872  C17 1.571, H45 1.110, H116 1.101, C119 1.574
84 H -5.4558 8.1168 -4.2160  C65 1.095
85 H 1.0112 -5.3971 6.6694  C115 1.091
86 O 2.3488 2.0175 -0.6468  S29 1.671, C104 1.441
87 H 3.4403 -6.6114 7.0146  C56 1.089
88 H 1.2539 5.7215 -6.4855  C134 1.090
89 H -2.8217 7.0523 -1.5595  C16 1.090
90 C 2.5741 -5.6652 3.9384  H10 1.091, H59 1.096, C60 1.519, O63 1.434
91 H -4.8842 8.3120 -1.2319  C35 1.094
92 H -10.3572 4.0928 -3.8871  C47 1.094
93 H 2.2358 7.0460 -8.2597  C33 1.095
94 H -0.0569 -9.0384 0.4884  C7 1.096
95 C -1.0933 2.4607 -0.4351  C34 1.560, H58 1.104, C73 1.579, H79 1.110
96 H 0.5404 -5.9139 -3.4023  C36 1.092
97 H 2.1761 -7.3907 6.0529  C56 1.094
98 H -7.8399 2.4131 -4.2283  C5 1.096
99 H -6.6168 8.1629 -2.8741  C65 1.091
100 H 2.3575 -3.6307 -0.6055  C125 1.091
101 C -4.4265 5.9143 -2.5168  C16 1.519, O19 1.434, H55 1.091, H77 1.096
102 H -7.5213 5.0705 -3.3827  C21 1.090
103 H 4.4414 -5.6466 5.0139  C60 1.094
104 C 2.6684 3.0536 0.3024  H42 1.116, O86 1.441, H107 1.104, C108 1.554
105 H 3.9920 -7.2558 4.4322  C60 1.090
106 O 5.2079 -5.6540 8.5011  C40 1.433, C81 1.433
107 H 3.6570 3.5069 0.1137  C104 1.104
108 C 1.5222 4.0893 0.4718  C38 1.550, O43 1.427, C104 1.554, H117 1.113
109 C -0.0981 -2.3289 2.8544  H1 1.103, H51 1.108, H75 1.109, C119 1.561
110 H -0.4522 4.1503 1.5184  C38 1.106
111 O 0.6652 0.1916 -0.9890  S29 1.490
112 H 3.7934 5.6767 -1.8826  O130 0.960
113 C 0.6349 -10.5131 -1.9921  C6 1.519, O27 1.432, H69 1.091, H82 1.096
114 H -3.7879 1.1453 0.7686  C131 1.100
115 C 1.9618 -5.2502 6.1536  C56 1.518, O63 1.434, H74 1.096, H85 1.091
116 H -0.8281 -0.5952 0.9190  C83 1.101
117 H 1.9537 4.9224 1.0715  C108 1.113
118 H 6.8516 -6.9141 8.5251  C81 1.091
119 C -0.3196 -0.8012 3.0895  H14 1.113, C83 1.574, C109 1.561, H133 1.102
120 H 7.9025 -4.7725 8.3693  C76 1.094
121 H 4.2239 -3.8597 8.8234  C40 1.091
122 C 0.8754 -8.2654 -1.3136  C6 1.519, C7 1.518, H26 1.093, H28 1.088
123 H -4.4052 0.7914 -2.3311  S132 1.367
124 H -0.2928 -3.6716 -3.3517  C32 1.094
125 C 1.5014 -3.7965 -1.2609  C25 1.517, O30 1.436, H53 1.096, H100 1.091
126 H 1.0464 -1.9272 -2.2972  C25 1.089
127 H 5.3881 -3.8772 7.4832  C40 1.096
128 B 2.0033 5.1837 -1.5733  O43 1.403, O80 1.415, O130 1.397
129 H 1.7164 -9.0056 0.5625  C7 1.091
130 O 3.1906 5.7808 -1.1425  H112 0.960, B128 1.397
131 C -3.5771 1.7526 -0.1243  H3 1.107, C34 1.585, H114 1.100, S132 1.862
132 S -4.9531 1.5923 -1.3681  H123 1.367, C131 1.862
133 H 0.5981 -0.2516 3.3547  C119 1.102
134 C 2.2834 6.0451 -6.3325  C4 1.517, H31 1.094, C33 1.519, H88 1.090